C17H22N2O4S2 | ωB97M-V/def2-TZVPD

Computed properties:
Energy relative to the best compared isomer or geometry (same formula, charge and spin) ... 103.9 kcal per mole
Maximum force ... 0.10110 Eh/bohr
Charge ... 0
M ... 382.5 Da
DFT total energy ... -1867.67122 hartree

Structure (XYZ):
```
47
C17H22N2O4S2, DFT ωB97M-V/def2-TZVPD
S 0.88 -2.87 -3.33
C 0.62 -1.51 0.52
H 4.00 1.01 -1.42
C -0.82 0.20 4.16
O -0.36 -3.71 -3.50
H 4.55 3.41 -1.97
H -0.56 1.98 0.81
H 4.30 3.49 -0.30
H 2.08 3.36 -3.21
N 2.66 2.50 -1.36
H 0.03 -3.28 -0.54
C 0.55 -2.34 -0.60
C -2.92 2.33 1.91
N 2.27 -3.89 -3.26
C 2.10 0.09 -0.76
C 0.40 0.04 3.46
H -2.57 2.96 1.06
C -2.67 1.67 6.37
H 3.18 1.96 -3.47
C 3.79 3.48 -1.26
H -0.91 -0.36 5.10
H 2.47 -3.96 -2.24
C 1.12 -1.96 -1.83
O -4.21 1.86 4.47
H 3.45 4.51 -1.44
S -3.32 0.84 4.91
H 3.42 1.47 0.29
C 1.88 -0.79 -1.87
H 0.10 -1.80 1.51
O 1.15 -1.92 -4.44
H -2.18 2.44 5.97
H 2.93 -3.34 -3.80
H 1.28 -0.45 3.79
O 1.59 0.58 1.47
H 2.49 -0.41 -2.77
H -3.51 2.04 6.99
H -2.02 1.09 7.12
H 1.48 1.63 -2.86
H -3.71 1.62 1.61
C -0.65 1.43 1.73
C 3.12 1.26 -0.78
H -3.26 3.06 2.60
C 1.46 -0.33 0.47
C 2.35 2.34 -2.85
C -1.88 0.89 3.74
C 0.50 0.69 2.20
C -1.79 1.60 2.47
```



C17H22N2O5S | ωB97M-V/def2-TZVPD

Computed properties:
Energy relative to the best compared isomer or geometry (same formula, charge and spin) ... 10.9 kcal per mole
Maximum force ... 0.01698 Eh/bohr
Charge ... 0
M ... 366.4 Da
SMILES string ... CCOC(=O)c1c(NC(=O)CN2CCOCC2)sc2c1CCCC2=O
DFT total energy ... -1544.94256 hartree

Structure (XYZ):
```
47
C17H22N2O5S, DFT ωB97M-V/def2-TZVPD
H -5.88 1.82 0.60
H 6.09 -1.58 -1.24
C 2.92 -1.04 -2.55
C -4.25 0.98 1.76
C 4.43 -0.82 -2.42
H -4.48 1.27 -0.37
H -1.33 0.08 0.37
H -2.15 0.67 3.71
H -2.54 2.71 -0.38
H 4.92 -1.04 -3.37
H -1.25 2.42 1.69
C -3.18 -0.85 -2.60
H -2.66 4.20 0.59
C 2.98 -1.07 -0.05
N -2.79 1.01 1.70
O -1.22 0.20 -1.61
H 4.62 0.22 -2.17
H -2.62 -1.73 -2.92
C -2.26 0.37 -2.57
C 5.01 -1.72 -1.33
H -2.80 1.26 -2.27
H -3.60 -1.03 -1.62
O 0.17 -0.36 3.11
H -3.99 -0.68 -3.31
H 2.49 -0.35 -3.26
C 0.92 -0.54 -0.97
C 4.38 -1.45 0.03
H -4.59 -0.05 1.70
O 4.98 -1.59 1.07
C -2.16 0.20 2.72
C -0.73 -0.13 2.32
C -2.34 2.39 1.75
H 2.72 -2.05 -2.92
C -4.79 1.77 0.56
C -0.05 -0.33 -2.05
N -0.55 -0.17 0.97
C 2.27 -0.89 -1.22
C 0.65 -0.46 0.39
C -2.93 3.15 0.56
H -2.65 2.88 2.68
H -4.62 1.43 2.69
H 4.82 -2.77 -1.57
S 2.02 -0.81 1.38
H -1.81 0.52 -3.55
O 0.15 -0.58 -3.21
O -4.34 3.10 0.57
H -2.69 -0.75 2.81
```



C17H22N2O7RhSSe2 | ωB97M-V/def2-TZVPD

Computed properties:
Energy relative to the best compared isomer or geometry (same formula, charge and spin) ... 25.1 kcal per mole
Maximum force ... 0.01084 Eh/bohr
Charge ... -1
M ... 659.3 Da
DFT total energy ... -6608.92885 hartree

Structure (XYZ):
```
52
C17H22N2O7RhSSe2, DFT ωB97M-V/def2-TZVPD
H 1.21 2.62 1.43
Rh 0.29 -0.34 -0.15
H 2.78 2.47 2.19
C 0.74 -3.19 -0.60
H 2.87 -2.66 -3.97
C -3.93 1.11 0.79
O -2.64 -2.12 -2.63
H 2.77 0.92 4.53
S -0.51 1.77 -0.95
H 1.66 -0.14 -4.90
O 1.24 -0.47 -2.19
H 0.98 -1.75 -5.16
H 3.45 -1.01 -3.68
H -0.82 1.97 2.45
C 1.85 0.48 4.14
C 1.14 1.53 3.26
N -2.93 0.97 -1.63
H -0.82 1.03 3.94
H -4.32 1.20 1.80
C 1.38 -1.07 -4.41
C 0.94 -2.78 -2.07
C -1.58 -1.81 -2.07
C -4.71 0.51 -0.21
H -0.57 -2.74 -3.67
H 1.24 -3.69 -2.59
H -5.69 0.11 -0.01
H 1.48 -1.10 3.06
H -0.32 0.01 -3.46
O 0.86 -2.26 0.29
Se 2.39 0.57 0.65
C -0.32 1.16 2.98
C -2.16 1.44 -0.61
H -2.44 0.80 -2.49
C 2.58 -1.66 -3.63
H -4.63 0.02 -2.32
H 2.17 3.07 4.36
C 1.86 1.93 1.96
O 0.56 -4.37 -0.35
H 0.65 2.52 5.11
N -2.72 1.57 0.60
C -0.27 -2.13 -2.82
H 1.18 0.32 5.01
C -4.16 0.46 -1.45
C 2.02 -1.69 -2.21
O 0.43 3.85 3.53
C 0.37 -0.81 -3.29
Se -0.68 -0.51 2.04
C 1.13 2.78 4.16
H 2.74 -1.66 -1.40
H 0.54 4.63 4.08
O 2.22 -0.75 3.58
O -1.51 -1.12 -1.00
```



C17H22N5O5S5Yb | ωB97M-V/def2-TZVPD

Computed properties:
Energy relative to the best compared isomer or geometry (same formula, charge and spin) ... 43.0 kcal per mole
Maximum force ... 0.08186 Eh/bohr
Charge ... 0
M ... 709.8 Da
Spin multiplicity ... 2
DFT total energy ... -4460.56279 hartree

Structure (XYZ):
```
55
C17H22N5O5S5Yb, DFT ωB97M-V/def2-TZVPD
N -12.18 -13.36 -1.04
H -12.76 -15.40 -2.75
H -17.72 -9.60 -2.82
C -14.83 -8.33 3.50
C -14.59 -8.18 5.04
Yb -15.12 -11.16 -0.92
N -12.64 -10.18 -0.87
C -21.31 -12.13 0.16
C -15.72 -8.06 -2.22
S -20.44 -10.87 1.06
C -13.41 -13.92 -1.35
H -15.36 -7.56 5.43
C -19.02 -10.84 0.06
C -11.06 -8.41 -0.96
H -9.02 -9.06 -0.79
H -16.21 -11.50 3.42
C -12.10 -12.38 0.03
C -16.30 -10.41 3.65
C -19.03 -11.72 -1.15
H -16.21 -10.23 4.76
C -13.49 -15.36 -1.87
H -14.47 -15.44 -2.33
H -11.37 -12.80 0.79
H -11.34 -13.88 -1.35
C -10.36 -10.63 -0.38
H -10.91 -7.32 -1.13
S -17.80 -11.96 -2.30
H -14.62 -9.14 5.62
O -15.47 -11.13 1.37
H -17.29 -10.03 3.31
H -13.13 -12.38 0.49
C -11.70 -11.05 -0.45
H -13.19 -8.30 -1.49
O -15.48 -9.29 -2.17
S -22.89 -12.45 0.53
N -14.95 -9.94 1.70
N -18.08 -8.58 -2.74
H -18.94 -8.44 -3.28
S -20.40 -12.74 -1.16
C -15.37 -9.53 2.91
H -9.59 -11.40 -0.20
O -14.46 -13.27 -1.08
H -14.09 -5.52 2.70
H -13.65 -7.63 5.18
N -14.45 -7.38 2.73
H -13.29 -16.05 -1.03
C -10.04 -9.33 -0.71
H -17.17 -6.66 -3.10
H -16.78 -7.90 -4.21
C -12.36 -8.87 -1.13
O -14.14 -6.15 3.40
S -17.84 -9.75 0.48
C -16.95 -7.71 -3.18
O -15.12 -7.12 -1.64
H -18.16 -8.51 -1.64
```



C17H22N7O2RuS2Si | ωB97M-V/def2-TZVPD

Computed properties:
Energy relative to the best compared isomer or geometry (same formula, charge and spin) ... 2.2 kcal per mole
Maximum force ... 0.00573 Eh/bohr
Charge ... +1
M ... 549.7 Da
DFT total energy ... -2375.38536 hartree

Structure (XYZ):
```
52
C17H22N7O2RuS2Si, DFT ωB97M-V/def2-TZVPD
C -1.41 -5.44 -0.88
N -0.92 -0.90 -4.32
C -4.24 -2.99 -1.32
C -2.29 -4.23 -0.78
H -3.84 -4.94 -2.11
H 3.40 -1.01 4.45
N -1.97 1.00 -5.53
H 5.98 1.47 3.64
C -0.98 -0.77 -3.05
H 4.85 -1.53 3.58
Ru -0.73 0.30 -0.15
H 4.24 -0.44 0.33
H -1.49 2.54 2.34
S -2.09 -0.80 1.05
C -0.46 2.20 2.43
C -1.94 3.22 -3.08
H 4.59 1.86 4.64
H 4.90 2.78 3.17
C 2.17 1.23 2.51
Si 3.95 0.56 2.61
C -2.66 -2.16 0.02
C 1.22 0.85 1.58
N -3.83 -1.97 -0.56
C -3.49 -4.14 -1.48
H -1.99 -6.36 -0.84
H 4.50 1.31 0.30
H -0.87 -5.43 -1.83
C 3.85 -1.10 3.46
H -3.58 4.03 -4.05
C 1.69 2.17 3.45
N -3.17 3.13 -3.86
C 4.65 0.41 0.89
H -1.03 3.02 -3.65
H 0.05 3.38 4.14
C -2.04 2.18 -1.98
N -1.03 -0.67 -1.89
C -1.49 0.11 -4.97
N -1.88 -3.22 -0.01
C 0.40 2.66 3.41
H 5.73 0.24 0.96
N -0.04 1.31 1.54
H -3.63 1.92 -2.76
H -2.99 2.63 -4.73
O -1.12 1.99 -1.15
H 2.36 2.54 4.21
C 4.93 1.79 3.61
H -1.83 4.19 -2.60
H 3.25 -1.81 2.88
O -3.14 1.53 -1.94
H -0.68 -5.44 -0.07
H -5.19 -2.86 -1.82
S 1.32 -0.30 0.22
```